a.
A 2-piece molecular cluster, C3H4N overall. Source: the OMol25 dataset; level of theory: the ωB97M-V functional and the def2-TZVPD basis.

```
8
C3H4N (the ωB97M-V functional and the def2-TZVPD basis)
C 2.2915 0.3764 1.2941
C -0.3807 0.1799 -1.0623
C -0.7575 -0.5228 0.2163
N 0.2731 0.1633 0.2285
H 1.9377 0.4148 2.3498
H 0.0278 -0.4129 -1.8741
H -0.8677 1.1061 -1.3508
H -1.4274 -1.1619 0.7552
```

Properties
HOMO-LUMO gap (alpha / beta) = 7.89 / 7.89 eV
2S+1 = 1
lowest unoccupied orbital energy (alpha / beta) = -0.302 / -0.302 hartree
total charge = +1



b.
An isolated ion of composition C3H4N and charge +1. Source: the OMol25 dataset; level of theory: the ωB97M-V functional and the def2-TZVPD basis.

```
8
C3H4N (the ωB97M-V functional and the def2-TZVPD basis)
C -2.4722 0.0849 0.2206
C -3.6647 -0.1306 -0.1592
C -1.2778 0.5815 0.1204
N 0.2643 -0.2539 0.1851
H -0.9996 1.6173 -0.0239
H 0.5208 -0.2993 1.1756
H 0.9443 0.2378 -0.3974
H 0.0897 -1.2018 -0.1774
```

Properties
HOMO-LUMO gap = 8.86 eV
2S+1 = 1
lowest unoccupied orbital energy = -0.260 hartree
total charge = +1



Which of them is least stable? Easy: a.



a.
A 2-piece molecular cluster, C2H7N2O overall. Source: the OMol25 dataset; level of theory: the ωB97M-V functional and the def2-TZVPD basis.

```
12
C2H7N2O (the ωB97M-V functional and the def2-TZVPD basis)
C 0.1586 0.6586 1.0526
C -1.2633 -0.0472 -0.7784
N 1.3460 -1.0253 -0.6122
N 0.0195 0.4788 -0.3672
O 1.9609 -1.1212 0.6031
H -0.8111 0.3901 1.6355
H 1.1333 -0.0174 1.1879
H 0.3574 1.6587 1.1577
H -1.6406 -0.7701 -0.0735
H -2.1026 0.7147 -0.8351
H -1.0410 -0.5619 -1.8020
H 1.8829 -0.3576 -1.1684
```

Properties
HOMO-LUMO gap = 7.27 eV
2S+1 = 1
lowest unoccupied orbital energy = 0.174 hartree
total charge = -1



b.
A 2-piece molecular cluster, C2H7N2O overall. Source: the OMol25 dataset; level of theory: the ωB97M-V functional and the def2-TZVPD basis.

```
12
C2H7N2O (the ωB97M-V functional and the def2-TZVPD basis)
C -1.0138 0.3779 1.6135
C -0.6127 -0.1659 0.2644
N 0.5625 -0.5974 0.0575
N 1.7896 -0.7032 -2.5658
O 0.6975 -1.5943 -2.2852
H -1.1639 1.4828 1.6750
H -2.0073 0.1558 1.8746
H -0.2435 0.1052 2.2334
H -1.5204 -0.1998 -0.4430
H 0.6211 -1.2850 -0.7595
H 1.5627 0.2337 -2.7491
H 2.3844 -0.6149 -1.7820
```

Properties
HOMO-LUMO gap = 5.72 eV
2S+1 = 1
lowest unoccupied orbital energy = 0.149 hartree
total charge = -1



Which of them is least stable? Easy: a.